<i>
C36H84N12O12 | ωB97M-V with the def2-TZVPD basis set

Results
- Highest occupied orbital energy: -9.400 eV
- LUMO level: 0.255 eV
- Orbital gap: 9.65 eV
- SMILES: CNC(C)=O.CNC(C)=O.CNC(C)=O.CNC(C)=O.CNC(C)=O.CNC(C)=O.CNC(C)=O.CNC(C)=O.CNC(C)=O.CNC(C)=O.CNC(C)=O.CNC(C)=O

Cartesian coordinates (Å):
C: 7.133 -0.506 0.068
C: 5.823 -1.230 0.160
O: 5.293 -1.761 -0.855
N: 5.308 -1.254 1.393
C: 4.189 -1.957 1.912
H: 7.725 -0.618 -0.841
H: 7.762 -0.930 0.850
H: 6.808 0.527 0.192
H: 5.580 -0.366 1.791
H: 3.930 -1.365 2.790
H: 4.399 -3.003 2.132
H: 3.291 -1.762 1.326
C: 17.246 3.643 -0.354
C: 16.671 3.109 -1.689
O: 15.764 2.286 -1.648
N: 17.210 3.671 -2.888
C: 16.761 3.295 -4.261
H: 16.372 3.813 0.275
H: 17.589 4.667 -0.499
H: 18.089 3.106 0.080
H: 17.877 4.426 -2.956
H: 16.272 2.321 -4.254
H: 17.513 3.278 -5.050
H: 15.974 4.007 -4.508
C: 8.781 5.538 3.276
C: 7.316 5.753 2.942
O: 6.500 4.851 3.063
N: 7.078 6.928 2.291
C: 5.778 7.490 1.953
H: 9.194 6.547 3.294
H: 9.367 4.978 2.547
H: 8.775 5.018 4.234
H: 7.867 7.455 1.946
H: 4.983 7.300 2.674
H: 5.608 6.877 1.068
H: 5.729 8.534 1.645
C: -2.899 11.997 -1.118
C: -1.722 11.319 -1.767
O: -1.000 10.527 -1.127
N: -1.475 11.650 -3.053
C: -0.453 10.989 -3.864
H: -3.737 11.772 -1.777
H: -2.708 13.057 -0.946
H: -3.101 11.416 -0.218
H: -1.934 12.461 -3.442
H: -0.069 11.518 -4.736
H: -0.976 10.099 -4.213
H: 0.377 10.506 -3.349
C: 11.827 18.143 5.776
C: 11.304 17.110 4.811
O: 11.514 17.246 3.570
N: 10.468 16.129 5.241
C: 9.847 15.070 4.481
H: 11.516 18.033 6.815
H: 11.449 19.103 5.423
H: 12.905 17.982 5.796
H: 10.120 16.187 6.187
H: 10.266 14.998 3.477
H: 8.775 15.147 4.304
H: 10.085 14.092 4.900
C: 4.419 4.677 -6.687
C: 3.836 5.728 -7.682
O: 4.306 6.851 -7.568
N: 2.952 5.311 -8.565
C: 2.090 6.126 -9.466
H: 4.558 5.128 -5.704
H: 5.449 4.470 -6.977
H: 3.989 3.683 -6.566
H: 3.052 4.306 -8.571
H: 2.142 7.203 -9.308
H: 1.045 5.820 -9.404
H: 2.498 5.965 -10.464
C: 19.450 6.151 9.156
C: 19.244 5.652 7.636
O: 20.125 5.811 6.798
N: 18.023 5.280 7.248
C: 16.946 4.701 8.098
H: 19.811 5.343 9.793
H: 18.519 6.510 9.595
H: 20.184 6.947 9.281
H: 17.849 5.220 6.255
H: 17.508 4.095 8.809
H: 16.283 4.004 7.586
H: 16.412 5.566 8.490
C: 11.738 10.507 13.960
C: 11.956 10.165 12.458
O: 13.111 10.228 11.905
N: 10.935 9.848 11.747
C: 10.988 9.536 10.349
H: 11.019 9.885 14.495
H: 11.441 11.555 13.931
H: 12.613 10.348 14.590
H: 10.040 9.851 12.215
H: 11.865 8.908 10.192
H: 11.263 10.412 9.761
H: 10.064 9.008 10.116
C: -0.608 2.212 -2.202
C: -1.572 1.099 -2.444
O: -2.652 1.387 -2.928
N: -1.130 -0.147 -2.114
C: -1.859 -1.347 -2.434
H: 0.356 1.810 -1.891
H: -0.953 2.762 -1.327
H: -0.515 2.894 -3.048
H: -0.139 -0.341 -2.092
H: -1.824 -2.026 -1.582
H: -1.550 -2.012 -3.240
H: -2.934 -1.222 -2.561
C: 0.490 5.755 7.119
C: -0.585 4.750 7.181
O: -1.361 4.886 8.137
N: -0.573 3.815 6.285
C: -1.676 2.859 6.189
H: 1.322 5.346 6.546
H: 0.758 5.853 8.171
H: 0.004 6.562 6.572
H: 0.372 3.517 6.090
H: -2.573 3.405 6.481
H: -1.462 2.099 6.940
H: -1.746 2.471 5.173
C: 10.431 8.489 -3.565
C: 9.813 9.760 -3.047
O: 10.130 10.111 -1.924
N: 8.997 10.381 -3.887
C: 8.283 11.608 -3.506
H: 9.849 7.582 -3.725
H: 11.191 8.250 -2.822
H: 11.016 8.598 -4.478
H: 8.752 10.054 -4.811
H: 7.792 11.438 -2.549
H: 7.465 11.672 -4.224
H: 8.943 12.467 -3.634
C: -2.083 19.591 3.363
C: -0.728 18.827 3.404
O: 0.253 19.511 3.758
N: -0.592 17.622 2.892
C: 0.601 16.789 2.860
H: -2.844 18.831 3.190
H: -2.067 20.416 2.650
H: -2.178 20.032 4.355
H: -1.357 16.985 2.718
H: 0.499 16.055 2.061
H: 0.617 16.099 3.705
H: 1.501 17.391 2.740

=====

<ii>
C36H84N12O12 | ωB97M-V with the def2-TZVPD basis set

Results
- Highest occupied orbital energy: -8.444 eV
- LUMO level: 0.063 eV
- Orbital gap: 8.51 eV
- SMILES: CNC(C)=O.CNC(C)=O.CNC(C)=O.CNC(C)=O.CNC(C)=O.CNC(C)=O.CNC(C)=O.CNC(C)=O.CNC(C)=O.CNC(C)=O.CNC(C)=O.CNC(C)=O

Cartesian coordinates (Å):
C: 2.272 -23.065 24.734
C: 3.559 -22.465 25.272
O: 4.008 -21.451 24.763
N: 4.190 -23.140 26.261
C: 5.420 -22.621 26.836
H: 1.455 -22.357 24.875
H: 1.965 -23.942 25.314
H: 2.373 -23.397 23.705
H: 3.674 -23.805 26.811
H: 5.266 -21.640 27.292
H: 6.229 -22.490 26.124
H: 5.706 -23.291 27.645
C: -4.150 -20.330 23.969
C: -4.601 -21.557 23.216
O: -3.834 -22.282 22.589
N: -5.939 -21.650 23.124
C: -6.680 -22.642 22.336
H: -3.076 -20.226 24.114
H: -4.587 -20.332 24.973
H: -4.467 -19.391 23.511
H: -6.466 -20.800 23.243
H: -6.719 -22.242 21.319
H: -7.690 -22.710 22.729
H: -6.191 -23.612 22.331
C: -0.845 -21.444 21.211
C: 0.485 -21.031 21.792
O: 0.548 -20.121 22.602
N: 1.539 -21.671 21.234
C: 2.901 -21.263 21.531
H: -0.817 -21.522 20.110
H: -1.567 -20.635 21.297
H: -1.262 -22.437 21.387
H: 1.391 -22.442 20.615
H: 3.015 -20.797 22.507
H: 3.324 -20.515 20.852
H: 3.608 -22.090 21.481
C: -1.375 -23.365 31.831
C: -0.732 -24.072 30.646
O: -0.543 -25.280 30.656
N: -0.477 -23.296 29.590
C: 0.028 -23.769 28.311
H: -0.586 -22.865 32.401
H: -1.915 -24.132 32.373
H: -2.018 -22.521 31.569
H: -0.676 -22.311 29.615
H: 0.817 -24.500 28.475
H: 0.370 -22.878 27.783
H: -0.751 -24.230 27.699
C: -6.901 -28.311 22.697
C: -6.612 -27.207 21.726
O: -6.659 -26.012 22.013
N: -6.232 -27.627 20.505
C: -5.889 -26.682 19.466
H: -7.959 -28.333 22.967
H: -6.427 -27.946 23.611
H: -6.600 -29.285 22.327
H: -6.097 -28.610 20.249
H: -6.122 -27.134 18.502
H: -4.872 -26.285 19.516
H: -6.477 -25.761 19.495
C: -1.333 -23.647 24.379
C: -1.486 -24.818 23.455
O: -0.760 -25.799 23.575
N: -2.367 -24.697 22.431
C: -2.708 -25.740 21.521
H: -0.647 -23.782 25.213
H: -2.319 -23.586 24.857
H: -1.095 -22.661 23.976
H: -2.888 -23.825 22.503
H: -1.845 -26.223 21.038
H: -3.133 -25.364 20.589
H: -3.267 -26.529 22.024
C: 0.081 -19.628 29.424
C: -0.662 -20.071 28.203
O: -1.688 -20.756 28.323
N: -0.160 -19.800 26.986
C: -0.814 -20.197 25.750
H: 0.829 -20.398 29.640
H: -0.652 -19.587 30.220
H: 0.686 -18.760 29.157
H: 0.676 -19.255 26.861
H: -1.825 -20.570 25.856
H: -0.234 -21.047 25.363
H: -0.719 -19.444 24.971
C: 2.636 -26.738 24.437
C: 1.777 -27.445 25.489
O: 2.153 -28.547 25.871
N: 0.743 -26.753 25.981
C: -0.065 -27.175 27.112
H: 2.216 -25.792 24.081
H: 2.679 -27.354 23.542
H: 3.564 -26.461 24.934
H: 0.379 -26.056 25.345
H: 0.182 -26.574 27.985
H: -0.061 -28.233 27.348
H: -1.088 -26.913 26.828
C: -3.727 -23.646 27.639
C: -3.898 -24.810 26.695
O: -3.035 -25.644 26.471
N: -5.141 -24.944 26.170
C: -5.453 -25.897 25.122
H: -2.982 -23.813 28.411
H: -4.639 -23.397 28.190
H: -3.546 -22.732 27.066
H: -5.790 -24.190 26.315
H: -4.576 -26.486 24.859
H: -5.925 -25.418 24.268
H: -6.137 -26.685 25.456
C: -4.873 -32.054 18.722
C: -4.685 -30.839 19.598
O: -5.647 -30.365 20.189
N: -3.437 -30.339 19.688
C: -3.144 -29.234 20.584
H: -4.248 -32.087 17.827
H: -5.911 -32.200 18.433
H: -4.632 -32.997 19.224
H: -2.716 -30.875 19.241
H: -2.073 -29.036 20.620
H: -3.467 -29.421 21.607
H: -3.638 -28.344 20.194
C: -0.915 -27.436 17.850
C: -0.052 -28.586 18.368
O: -0.095 -28.929 19.532
N: 0.754 -29.152 17.444
C: 1.665 -30.197 17.821
H: -0.495 -26.442 17.972
H: -1.867 -27.494 18.375
H: -1.104 -27.646 16.795
H: 0.674 -28.853 16.492
H: 2.484 -29.837 18.451
H: 2.166 -30.665 16.974
H: 1.192 -30.992 18.396
C: 1.359 -31.844 21.122
C: 0.585 -31.277 22.313
O: 0.377 -32.003 23.268
N: 0.210 -29.990 22.195
C: -0.576 -29.319 23.233
H: 1.973 -32.674 21.478
H: 2.112 -31.201 20.659
H: 0.673 -32.269 20.389
H: 0.347 -29.461 21.345
H: 0.067 -28.862 23.977
H: -1.406 -29.883 23.652
H: -1.095 -28.540 22.664

=====

<iii>
C36H84N12O12 | ωB97M-V with the def2-TZVPD basis set

Results
- Highest occupied orbital energy: -9.279 eV
- LUMO level: -0.105 eV
- Orbital gap: 9.17 eV
- SMILES: CNC(C)=O.CNC(C)=O.CNC(C)=O.CNC(C)=O.CNC(C)=O.CNC(C)=O.CNC(C)=O.CNC(C)=O.CNC(C)=O.CNC(C)=O.CNC(C)=O.CNC(C)=O

Cartesian coordinates (Å):
C: 0.021 -6.611 7.103
C: 0.078 -7.610 8.185
O: 0.991 -8.427 8.341
N: -0.926 -7.357 9.040
C: -1.214 -7.885 10.314
H: 0.011 -7.238 6.212
H: 0.909 -5.980 7.149
H: -0.919 -6.059 7.113
H: -1.619 -6.766 8.603
H: -0.268 -8.182 10.768
H: -1.906 -8.726 10.279
H: -1.740 -7.148 10.920
C: 8.127 -4.981 4.209
C: 9.142 -6.003 3.696
O: 9.001 -6.657 2.592
N: 10.191 -6.072 4.428
C: 11.429 -6.670 4.227
H: 7.297 -4.895 3.507
H: 8.448 -4.056 4.687
H: 7.521 -5.488 4.961
H: 10.059 -5.396 5.166
H: 11.804 -7.275 5.053
H: 12.052 -5.826 3.933
H: 11.245 -7.376 3.417
C: -1.507 10.613 -5.241
C: -1.507 11.037 -3.763
O: -2.011 12.131 -3.396
N: -0.836 10.250 -3.004
C: -0.809 10.348 -1.506
H: -2.503 10.326 -5.578
H: -0.785 9.960 -5.733
H: -1.412 11.651 -5.560
H: -0.429 9.489 -3.528
H: -0.360 9.426 -1.136
H: -1.788 10.484 -1.046
H: -0.326 11.264 -1.167
C: -0.013 -1.978 0.502
C: 0.897 -0.774 0.696
O: 1.611 -0.801 1.639
N: 0.725 0.213 -0.172
C: 1.505 1.475 -0.325
H: 0.128 -2.240 -0.546
H: -1.023 -1.659 0.761
H: 0.119 -2.881 1.098
H: -0.080 -0.109 -0.690
H: 0.926 2.349 -0.028
H: 1.726 1.618 -1.383
H: 2.365 1.325 0.327
C: 4.679 10.254 -5.874
C: 4.501 8.961 -5.012
O: 3.517 8.292 -5.177
N: 5.387 8.685 -4.085
C: 5.334 7.364 -3.332
H: 5.253 10.145 -6.794
H: 5.161 11.038 -5.290
H: 3.710 10.687 -6.124
H: 6.087 9.283 -3.668
H: 5.896 7.552 -2.417
H: 5.912 6.574 -3.812
H: 4.354 7.079 -2.950
C: -6.796 8.608 -2.760
C: -6.335 8.214 -1.326
O: -6.368 9.038 -0.380
N: -6.012 6.885 -1.161
C: -5.587 6.316 0.101
H: -7.850 8.553 -3.032
H: -6.247 7.983 -3.464
H: -6.676 9.685 -2.880
H: -5.894 6.451 -2.065
H: -6.238 5.556 0.534
H: -5.538 7.109 0.848
H: -4.599 5.922 -0.139
C: -2.417 4.330 -6.241
C: -3.193 4.113 -7.555
O: -3.847 5.026 -7.955
N: -3.163 2.966 -8.275
C: -4.025 2.657 -9.476
H: -2.633 5.116 -5.517
H: -1.368 4.214 -6.512
H: -2.617 3.494 -5.571
H: -2.550 2.195 -8.053
H: -3.588 1.727 -9.839
H: -3.795 3.428 -10.212
H: -5.091 2.615 -9.254
C: -3.399 -3.428 -5.197
C: -4.003 -2.078 -4.949
O: -3.325 -1.341 -4.273
N: -5.227 -1.841 -5.433
C: -5.844 -0.529 -5.258
H: -2.959 -3.427 -6.194
H: -4.159 -4.201 -5.090
H: -2.585 -3.441 -4.471
H: -5.679 -2.622 -5.885
H: -6.232 -0.152 -6.205
H: -5.151 0.197 -4.833
H: -6.693 -0.375 -4.593
C: 4.044 -1.295 -5.419
C: 3.780 -0.374 -6.422
O: 3.123 -0.629 -7.413
N: 4.351 0.802 -6.248
C: 4.148 2.013 -7.117
H: 3.281 -2.074 -5.401
H: 4.125 -0.728 -4.491
H: 5.018 -1.783 -5.447
H: 4.789 1.050 -5.373
H: 3.129 2.395 -7.042
H: 4.212 1.868 -8.195
H: 4.702 2.925 -6.892
C: 3.677 -8.331 -0.373
C: 3.177 -9.525 0.377
O: 2.225 -10.254 -0.043
N: 3.797 -9.876 1.566
C: 3.586 -11.186 2.207
H: 4.518 -8.718 -0.950
H: 3.836 -7.429 0.218
H: 3.023 -8.023 -1.189
H: 4.387 -9.102 1.835
H: 4.314 -11.902 1.828
H: 2.572 -11.503 1.965
H: 3.685 -11.279 3.289
C: -6.763 -6.457 6.977
C: -6.906 -5.135 6.241
O: -7.101 -4.139 6.920
N: -6.741 -5.204 4.867
C: -6.950 -3.948 4.155
H: -7.460 -7.184 6.560
H: -6.998 -6.605 8.031
H: -5.714 -6.746 6.913
H: -6.812 -6.128 4.465
H: -6.516 -3.928 3.155
H: -6.625 -3.077 4.724
H: -8.012 -3.736 4.035
C: 1.230 -0.114 8.279
C: 0.102 -0.713 9.167
O: 0.439 -1.651 9.938
N: -1.098 -0.229 9.038
C: -2.183 -0.576 9.968
H: 1.739 -0.902 7.725
H: 1.976 0.552 8.714
H: 0.743 0.449 7.483
H: -1.104 0.743 8.765
H: -3.153 -0.365 9.517
H: -2.061 -0.027 10.901
H: -1.986 -1.629 10.169

=====

<ii> is preferred energetically. Next in line: 155.7 kcal/mol higher.

=====

<i>
C2H4NPS | ωB97M-V with the def2-TZVPD basis set

Results
- Highest occupied orbital energy: -8.960 eV
- LUMO level: -0.549 eV
- Orbital gap: 8.41 eV
- SMILES: S=PN1CC1

Cartesian coordinates (Å):
C: -0.457 0.588 -0.122
C: 0.145 -0.766 0.140
N: -1.239 -0.503 0.115
P: -2.881 -0.897 -0.134
S: -3.965 0.682 0.080
H: -0.383 1.381 0.548
H: -0.404 1.146 -1.071
H: 0.703 -1.384 -0.537
H: 0.646 -1.028 1.103

=====

<ii>
C2H4NPS | ωB97M-V with the def2-TZVPD basis set

Results
- Highest occupied orbital energy: -8.393 eV
- LUMO level: -0.891 eV
- Orbital gap: 7.50 eV
- SMILES: C=[PH]=NC=S

Cartesian coordinates (Å):
C: -2.361 -0.830 0.272
C: 0.902 1.024 0.051
N: -1.112 -1.208 0.050
P: 0.169 -0.403 -0.412
S: -3.083 0.583 -0.137
H: -2.969 -1.622 0.707
H: 0.314 1.859 0.393
H: 1.898 1.210 -0.301
H: 1.052 -1.382 -0.812

=====

<i> is preferred energetically. Next in line: 21.1 kcal/mol higher.